[1]
{"formula": "C2H5NO2", "method": "wB97M-V/def2-TZVPD", "species": ["O", "C", "N", "C", "O", "H", "H", "H", "H", "H"], "positions_angstrom": [[-0.2886, 1.5651, 0.4304], [-0.5300, 0.5349, 1.0079], [0.0902, -0.6738, 0.8178], [0.7105, -0.8527, -0.4753], [-0.0680, -0.3637, -1.5780], [-1.1691, 0.5205, 1.9148], [-0.3688, -1.4461, 1.2715], [1.7166, -0.4597, -0.5562], [0.5800, -1.8962, -0.7671], [-0.0905, 0.5614, -1.6007]], "atomic_forces_ev_per_a": [[0.00, -0.03, -0.63], [0.52, -0.12, 1.86], [-0.41, 1.19, -0.58], [-1.42, -0.90, -1.88], [0.05, -1.83, 0.32], [-0.22, -0.04, -0.32], [0.07, -0.19, -0.21], [0.19, -0.07, 0.40], [1.15, -0.29, 0.80], [0.07, 2.28, 0.24]], "lowdin_charge": [0.038, -0.356, 0.046, -0.229, -0.048, 0.132, 0.126, 0.125, 0.128, 0.036], "lumo_energy_ev": 0.81, "smiles": "O=CNCO", "homo_lumo_gap_ev": 11.1, "e_homo_ev": -10.291, "total_charge": 0, "fmax_ha_per_bohr": 0.04901, "e_above_lowest_kcal_mol": 22.3, "energy_ev": -7739.7862}

***

[2]
{"formula": "C19H30Cl26NO2", "method": "wB97M-V/def2-TZVPD", "species": ["O", "C", "O", "C", "C", "C", "C", "N", "C", "H", "H", "H", "H", "C", "Cl", "Cl", "H", "H", "C", "Cl", "Cl", "H", "H", "C", "Cl", "Cl", "H", "H", "C", "Cl", "Cl", "H", "H", "C", "Cl", "Cl", "H", "H", "C", "Cl", "Cl", "H", "H", "C", "Cl", "Cl", "H", "H", "C", "Cl", "Cl", "H", "H", "C", "Cl", "Cl", "H", "H", "C", "Cl", "Cl", "H", "H", "C", "Cl", "Cl", "H", "H", "C", "Cl", "Cl", "H", "H", "C", "Cl", "Cl", "H", "H"], "positions_angstrom": [[5.8924, -0.8493, 0.9727], [5.3846, -0.8060, -0.2180], [6.1795, -0.8357, -1.3348], [3.7697, -0.6984, -0.2806], [2.9202, -2.0099, -0.4692], [1.3591, -1.8416, -0.4692], [0.8065, -0.3470, -0.2748], [1.5753, 0.8484, -0.1359], [2.9940, 0.6411, -0.1383], [3.3995, -3.0408, -0.5852], [0.6304, -2.7194, -0.5625], [-0.3329, -0.2202, -0.2440], [3.6503, 1.5883, -0.0044], [5.7507, 3.9309, -1.3138], [5.2977, 2.2515, -1.0106], [4.6962, 5.0480, -0.4337], [6.7786, 4.0848, -0.9881], [5.6677, 4.1328, -2.3810], [2.1776, 7.2696, -2.4162], [2.2890, 6.1317, -3.7642], [0.4975, 7.5066, -1.9164], [2.7456, 6.8769, -1.5743], [2.5927, 8.2274, -2.7265], [-2.2394, -1.9059, -1.9321], [-0.5026, -1.5677, -1.8010], [-2.5523, -3.2876, -2.9976], [-2.6303, -2.1300, -0.9406], [-2.7431, -1.0283, -2.3373], [0.1548, -5.7746, -2.0925], [0.1895, -7.4505, -1.5285], [0.1702, -4.6422, -0.7357], [1.0299, -5.5923, -2.7146], [-0.7518, -5.6157, -2.6747], [-3.2753, -2.3965, 2.5843], [-1.7013, -1.7480, 2.1148], [-4.2905, -2.7048, 1.1682], [-3.1263, -3.3311, 3.1226], [-3.7766, -1.6757, 3.2287], [4.6674, 5.7494, -6.8425], [6.4018, 6.0761, -6.7380], [4.3399, 4.3721, -7.9008], [4.2881, 5.5279, -5.8452], [4.1649, 6.6294, -7.2411], [4.2586, -3.1105, 2.8285], [4.4943, -4.6082, 3.7462], [3.0489, -3.3213, 1.5548], [3.9230, -2.3286, 3.5079], [5.2051, -2.8208, 2.3714], [4.1788, 7.6099, 2.5050], [5.7577, 8.2448, 2.0271], [3.1507, 7.3249, 1.0961], [4.3212, 6.6688, 3.0345], [3.6906, 8.3312, 3.1587], [0.9641, -2.6424, 4.8671], [-0.7265, -2.5680, 5.3731], [1.6165, -1.0201, 4.6076], [1.5467, -3.1396, 5.6412], [1.0301, -3.2054, 3.9364], [-6.2348, -5.6397, 0.4562], [-5.4486, -7.1721, 0.0530], [-7.5882, -5.3103, -0.6323], [-6.6072, -5.6913, 1.4765], [-5.5068, -4.8353, 0.3715], [-8.6372, -7.4843, 2.4783], [-9.1315, -7.7838, 4.1496], [-8.9469, -5.8086, 2.0088], [-7.5709, -7.6874, 2.3830], [-9.1986, -8.1454, 1.8197], [-2.4551, 9.0585, -4.0478], [-3.8445, 9.4560, -3.0294], [-1.8582, 10.4882, -4.8994], [-1.6577, 8.6616, -3.4199], [-2.7553, 8.3101, -4.7797], [-6.6694, -2.4112, 4.0571], [-5.8839, -3.9435, 3.6572], [-8.0191, -2.0813, 2.9654], [-7.0442, -2.4621, 5.0783], [-5.9402, -1.6067, 3.9714]], "atomic_forces_ev_per_a": [[-2.19, -0.05, -2.56], [4.09, -0.03, -1.14], [-4.55, 0.15, 4.20], [-3.28, -0.38, -0.76], [-2.23, 4.41, -0.87], [4.15, 3.24, 1.63], [3.05, -0.14, 1.31], [1.75, -4.75, -0.28], [0.11, -2.29, 0.06], [-0.74, 2.16, -0.61], [2.48, 2.13, 0.88], [2.54, 0.39, 0.69], [-2.05, -2.18, 0.03], [0.27, -0.42, -0.21], [1.19, 0.82, -0.73], [0.08, 0.16, -0.04], [-0.21, 0.02, 0.07], [-0.11, -0.01, 0.18], [0.29, 0.13, 0.08], [0.07, 0.00, 0.00], [0.00, 0.06, 0.10], [-0.16, -0.09, -0.19], [-0.17, -0.15, -0.03], [-0.09, 0.41, -0.33], [-4.03, -0.96, -3.64], [-0.30, -0.21, -0.13], [0.18, -0.10, -0.16], [0.00, -0.21, -0.06], [-0.09, 0.09, -0.27], [0.00, -0.09, -0.08], [-0.25, -1.17, -0.11], [-0.06, -0.03, 0.23], [0.08, -0.01, 0.22], [0.33, -0.04, 0.28], [-0.06, 0.01, -0.11], [0.04, 0.24, -0.23], [0.01, 0.13, -0.19], [0.09, -0.04, -0.20], [-0.21, 0.08, 0.15], [-0.01, 0.10, 0.07], [-0.10, 0.03, 0.02], [0.16, -0.04, -0.19], [0.15, -0.16, -0.02], [0.20, 0.24, -0.02], [0.05, -0.18, 0.29], [0.22, -0.89, 2.48], [-0.03, -0.17, -0.14], [-0.21, 0.01, -0.10], [-0.01, -0.08, 0.23], [0.02, 0.01, 0.10], [-0.27, 0.18, 0.24], [0.03, 0.09, -0.23], [0.08, -0.04, -0.22], [0.33, -0.14, -0.18], [-0.17, -0.17, 0.22], [0.05, -0.10, -0.04], [-0.16, 0.16, -0.05], [-0.06, 0.19, 0.05], [0.20, 0.23, -0.05], [0.06, -0.07, 0.08], [0.38, 0.19, -0.43], [0.05, -0.01, -0.26], [-0.12, -0.24, -0.12], [0.05, -0.08, -0.14], [0.03, -0.13, 0.03], [-0.59, -0.21, 0.63], [-0.14, 0.08, 0.08], [0.01, 0.16, 0.14], [0.14, -0.28, 0.02], [-0.02, -0.09, 0.03], [0.08, -0.05, -0.05], [-0.14, 0.19, -0.08], [-0.03, 0.21, 0.08], [-0.04, 0.15, 0.12], [-0.16, -0.20, 0.47], [0.03, 0.07, 0.05], [0.01, -0.09, -0.21], [-0.12, -0.14, -0.11]], "lowdin_charge": [-0.120, -0.613, -0.202, -0.059, -0.166, -0.305, -0.289, -0.003, -0.131, 0.055, -0.133, 0.028, -0.008, -0.968, 0.684, 0.491, 0.030, 0.024, -1.026, 0.525, 0.520, -0.058, 0.034, -0.930, 0.695, 0.499, -0.036, 0.032, -0.986, 0.500, 0.607, 0.039, -0.003, -1.037, 0.555, 0.551, 0.008, 0.015, -1.044, 0.493, 0.500, -0.016, 0.026, -0.954, 0.478, 0.676, -0.003, 0.023, -1.010, 0.498, 0.496, 0.033, 0.025, -1.027, 0.487, 0.526, 0.029, 0.009, -1.075, 0.513, 0.483, -0.078, -0.044, -0.996, 0.506, 0.508, 0.017, 0.035, -1.034, 0.492, 0.490, -0.025, 0.029, -0.990, 0.542, 0.516, 0.031, 0.017], "lumo_energy_ev": 1.53, "homo_lumo_gap_ev": 6.2, "e_homo_ev": -4.701, "total_charge": -1, "fmax_ha_per_bohr": 0.12047, "energy_ev": -351352.0628}

***

[3]
{"formula": "C4H12N2O", "method": "wB97M-V/def2-TZVPD", "species": ["C", "N", "O", "H", "H", "H", "H", "H", "C", "C", "N", "C", "H", "H", "H", "H", "H", "H", "H"], "positions_angstrom": [[-2.3773, -0.1990, -0.4856], [-1.1894, 0.4931, -0.0786], [-1.3615, 1.6845, 0.6793], [-1.7660, 1.4093, 1.5204], [-0.2744, 0.4569, -1.0787], [-2.3844, -1.1914, -0.0059], [-2.3005, -0.4255, -1.5575], [-3.2987, 0.3514, -0.2869], [1.6603, 0.6243, 1.0715], [1.1247, -0.3556, 0.0725], [1.0922, 0.1776, -1.2849], [1.0835, -1.6937, 0.2469], [1.6140, 1.0328, -1.4488], [0.9029, -0.5137, -2.0011], [2.6983, 0.8682, 0.8306], [1.1268, 1.5737, 1.0538], [1.6494, 0.1879, 2.0670], [1.2661, -2.1235, 1.2173], [0.7342, -2.3571, -0.5314]], "atomic_forces_ev_per_a": [[0.21, -0.29, -0.08], [2.05, -0.73, -2.19], [-0.69, 0.48, -0.30], [0.39, -0.11, -0.34], [-2.22, 1.67, 3.14], [-0.48, 0.08, 0.23], [-0.40, 0.16, -0.05], [-0.05, -0.05, -0.03], [-0.03, 0.00, -0.15], [2.21, -1.46, -0.80], [-1.29, -0.42, 0.96], [-0.25, 1.18, 0.06], [-0.09, -0.59, -0.35], [0.97, 0.30, -0.17], [0.10, -0.15, -0.07], [-0.33, -0.14, 0.11], [-0.13, 0.11, 0.03], [-0.19, 0.02, 0.16], [0.20, -0.05, -0.16]], "lowdin_charge": [-0.168, -0.284, -0.130, 0.083, 0.157, 0.060, 0.059, 0.071, -0.052, -0.446, 0.054, 0.019, 0.125, 0.116, 0.082, 0.070, 0.084, 0.051, 0.050], "lumo_energy_ev": 0.84, "homo_lumo_gap_ev": 7.5, "e_homo_ev": -6.616, "total_charge": 0, "fmax_ha_per_bohr": 0.08148, "e_above_lowest_kcal_mol": 130.8, "energy_ev": -9365.5229}

***

[4]
{"formula": "C12H22BBrFNO4", "method": "wB97M-V/def2-TZVPD", "species": ["C", "C", "C", "Br", "C", "B", "O", "N", "C", "C", "O", "C", "O", "O", "C", "C", "C", "C", "C", "F", "H", "H", "H", "H", "H", "H", "H", "H", "H", "H", "H", "H", "H", "H", "H", "H", "H", "H", "H", "H", "H", "H"], "positions_angstrom": [[-0.1084, -3.2718, -1.8614], [0.7364, -2.8882, -0.6388], [-0.0412, -2.3004, 0.5629], [-1.7537, -3.2781, 0.6851], [-0.2256, -0.7338, 0.5399], [-0.0873, 0.0167, -0.8807], [1.2231, 0.1778, -1.3278], [-1.2231, 0.5470, -1.6446], [-1.2029, -0.1060, -3.0046], [-0.9779, 1.9977, -1.9094], [-1.5057, -0.5208, 1.1839], [-1.3919, -0.4489, 2.5246], [-2.2414, -0.5192, 3.2618], [-0.0819, -0.2504, 2.8233], [0.6502, -0.0653, 1.6107], [2.0563, -0.6795, 1.8584], [0.9056, 1.4479, 1.5316], [-0.3514, 2.3253, 1.6112], [-0.0908, 3.7804, 1.3541], [0.5238, 4.0145, 0.1362], [-0.5168, -4.2652, -1.7424], [0.5006, -3.3057, -2.7641], [-0.9426, -2.5980, -2.0328], [1.1610, -3.8276, -0.2885], [1.5905, -2.2777, -0.9197], [0.4884, -2.6117, 1.4509], [1.4730, -0.4453, -2.0231], [-0.4466, -0.8838, -3.0701], [-0.9717, 0.6165, -3.7844], [-2.2015, -0.4961, -3.1849], [-1.8114, 2.3414, -2.5206], [-0.0645, 2.1648, -2.4813], [-0.9959, 2.5790, -0.9980], [2.2293, -0.8334, 2.9135], [2.2312, -1.5990, 1.3031], [2.7823, 0.0357, 1.4887], [1.5202, 1.7340, 0.6807], [1.5092, 1.6907, 2.4055], [-1.1574, 1.9230, 0.9994], [-0.7231, 2.2635, 2.6352], [-1.0152, 4.3530, 1.3817], [0.5489, 4.1970, 2.1343]], "atomic_forces_ev_per_a": [[0.25, 0.28, -0.19], [-0.36, -0.82, 0.18], [0.38, -0.06, -1.27], [0.31, 0.17, 0.18], [-1.02, -0.20, 1.07], [-0.31, -0.06, -0.04], [-0.04, -0.68, 0.11], [1.06, 0.23, -0.70], [-0.41, 0.32, 0.70], [-0.84, -0.34, -0.06], [-0.70, 0.44, -1.05], [4.84, 0.48, -4.17], [-4.87, -0.35, 4.34], [-0.31, -0.48, 0.31], [2.42, 0.24, 0.88], [-0.27, 0.14, -1.02], [-0.61, 0.62, -0.18], [0.05, -0.58, 0.18], [-0.15, 0.31, 0.60], [0.15, -0.06, -0.31], [-0.20, -0.14, 0.12], [0.12, 0.12, -0.07], [-0.07, 0.03, -0.01], [0.23, -0.02, 0.12], [-0.02, 0.31, 0.17], [-0.16, 0.19, 0.35], [0.08, 0.46, -0.03], [-0.16, -0.26, -0.15], [0.03, 0.10, -0.02], [0.09, -0.33, -0.19], [-0.06, 0.12, -0.01], [0.22, 0.11, 0.18], [0.21, 0.04, 0.07], [-0.09, -0.08, 0.23], [0.01, -0.10, 0.20], [0.28, -0.02, 0.01], [-0.07, -0.26, -0.29], [0.12, -0.08, 0.13], [-0.03, 0.16, -0.26], [-0.15, 0.05, 0.08], [-0.17, 0.03, -0.15], [0.22, -0.04, -0.04]], "lowdin_charge": [-0.153, -0.277, -0.525, 0.842, -0.219, -0.505, 0.151, -0.065, -0.057, -0.067, -0.006, -0.646, 0.243, 0.095, -0.395, 0.033, -0.103, -0.152, -0.208, -0.051, 0.054, 0.080, 0.045, 0.110, 0.097, 0.084, 0.113, 0.056, 0.083, 0.093, 0.092, 0.091, 0.057, 0.100, 0.077, 0.087, 0.122, 0.135, 0.112, 0.133, 0.120, 0.121], "lumo_energy_ev": 0.33, "smiles": "CC[C@H](Br)[C@@]1(B(O)N(C)C)OC(=O)O[C@]1(C)CCCF", "homo_lumo_gap_ev": 9.6, "e_homo_ev": -9.274, "total_charge": 0, "fmax_ha_per_bohr": 0.12694, "energy_ev": -95918.0347}

***

[5]
{"formula": "C21H23BrN4O4", "method": "wB97M-V/def2-TZVPD", "species": ["N", "C", "O", "C", "H", "H", "C", "N", "C", "O", "C", "C", "C", "C", "C", "C", "C", "H", "H", "Br", "H", "H", "H", "H", "H", "C", "C", "C", "C", "N", "C", "C", "C", "C", "H", "H", "H", "H", "H", "H", "H", "H", "C", "C", "H", "H", "N", "O", "O", "H", "H", "H", "H"], "positions_angstrom": [[-3.0125, 1.2620, 2.9797], [-1.6665, 1.1768, 3.0030], [-0.9627, 2.0525, 3.4558], [-1.0974, -0.1168, 2.4281], [-0.0335, -0.1382, 2.6688], [-1.5899, -0.9733, 2.8878], [-1.2936, -0.1421, 0.9051], [-0.9595, 1.1602, 0.3497], [-1.9223, 2.0211, -0.0503], [-3.0910, 1.7066, -0.1355], [-1.4098, 3.4218, -0.3538], [-1.3022, 4.1255, 0.9726], [-2.4620, 4.4763, 1.6545], [-2.3967, 5.0590, 2.9051], [-1.1567, 5.2892, 3.4750], [0.0097, 4.9542, 2.8143], [-0.0707, 4.3678, 1.5648], [0.8409, 4.0998, 1.0497], [0.9684, 5.1349, 3.2745], [-1.0600, 6.0882, 5.1965], [-3.2975, 5.3268, 3.4368], [-3.4224, 4.2764, 1.2019], [-0.4436, 3.3799, -0.8564], [-2.1373, 3.9213, -0.9944], [-0.0336, 1.5097, 0.5430], [-0.5096, -1.2202, 0.1928], [0.1256, -2.2530, 0.8341], [0.8255, -3.2422, 0.1282], [0.9022, -3.2104, -1.2912], [1.5310, -4.1724, -1.9847], [1.8621, -4.1768, -3.3890], [3.2484, -3.6137, -3.6344], [3.4497, -2.1328, -3.7546], [3.5827, -3.0074, -4.9634], [4.5657, -3.1782, -5.3732], [2.8049, -2.9646, -5.7107], [4.3430, -1.7018, -3.3298], [2.5868, -1.4890, -3.6831], [4.0289, -4.1755, -3.1357], [1.8277, -5.2180, -3.7260], [1.1216, -3.6147, -3.9591], [2.0033, -4.8691, -1.4115], [0.2355, -2.1339, -1.9198], [-0.4446, -1.1848, -1.2090], [-0.9508, -0.3878, -1.7333], [0.2495, -2.0643, -2.9946], [1.4482, -4.2412, 0.9124], [1.3572, -4.1694, 2.1244], [2.0686, -5.1467, 0.3545], [0.1083, -2.3496, 1.9079], [-2.3587, -0.2778, 0.6690], [-3.5760, 0.6215, 2.4488], [-3.4344, 2.1343, 3.2548]], "atomic_forces_ev_per_a": [[-0.51, 0.06, 0.13], [0.14, -0.48, 0.04], [0.27, 0.10, 0.16], [-0.05, 0.18, -0.16], [-0.06, 0.00, 0.06], [0.05, -0.09, 0.04], [-0.14, -0.06, 0.08], [0.19, -0.38, 0.13], [0.27, 0.31, -0.42], [-0.45, 0.03, -0.11], [-0.26, -0.10, 0.11], [0.13, 0.21, 0.02], [0.07, 0.01, -0.04], [0.02, 0.03, 0.10], [0.07, 0.11, 0.12], [-0.04, 0.08, 0.16], [-0.17, 0.07, -0.09], [0.09, -0.03, -0.08], [0.06, 0.02, 0.05], [0.00, -0.07, -0.11], [-0.05, 0.04, 0.03], [-0.11, -0.01, -0.06], [0.00, 0.02, -0.02], [0.07, -0.11, -0.03], [-0.02, 0.11, -0.03], [0.04, -0.09, 0.07], [-0.06, 0.08, -0.07], [-0.56, 0.93, -0.65], [0.00, -0.17, 0.46], [0.29, -0.61, 0.07], [0.28, 0.23, -0.16], [-0.25, -0.09, -0.06], [0.03, 0.09, 0.13], [0.08, -0.12, -0.11], [0.09, 0.00, 0.02], [-0.13, 0.01, -0.03], [0.09, -0.02, 0.01], [-0.13, 0.01, -0.01], [0.08, 0.05, -0.02], [-0.08, 0.14, -0.04], [0.00, -0.09, -0.05], [-0.26, 0.30, -0.14], [-0.04, 0.07, -0.10], [0.10, -0.22, 0.11], [-0.03, 0.07, -0.10], [0.03, -0.01, -0.10], [0.34, -0.47, 0.53], [0.05, -0.12, 0.10], [0.08, -0.15, 0.05], [0.00, 0.04, 0.03], [0.23, 0.05, 0.09], [0.06, 0.03, -0.04], [0.07, 0.00, -0.05]], "lowdin_charge": [0.196, -0.544, 0.071, -0.052, 0.130, 0.129, -0.256, 0.113, -0.495, 0.058, -0.049, -0.235, -0.042, -0.128, -0.688, -0.125, -0.043, 0.115, 0.104, 0.728, 0.102, 0.122, 0.120, 0.129, 0.159, -0.165, 0.050, -0.079, -0.165, 0.056, -0.152, -0.278, -0.114, -0.117, 0.097, 0.099, 0.099, 0.090, 0.137, 0.130, 0.114, 0.110, -0.004, -0.005, 0.121, 0.100, -0.342, 0.070, 0.047, 0.115, 0.151, 0.107, 0.111], "lumo_energy_ev": -0.50, "smiles": "NC(=O)C[C@@H](NC(=O)Cc1ccc(Br)cc1)c1ccc(NCC2CC2)c([N+](=O)[O-])c1", "homo_lumo_gap_ev": 7.8, "e_homo_ev": -8.336, "total_charge": 0, "fmax_ha_per_bohr": 0.02465, "e_above_lowest_kcal_mol": 20.0, "energy_ev": -106341.5003}